209
Properties=species:S:1:pos:R:3 method="wB97M-V/def2-TZVPD" homo_lumo_gap_ev=7.73 total_energy_ha=-10180.2106 multiplicity=1 homo_energy_ev=-14.46 total_charge=+3
K 2.774 0.226 3.559
K 0.503 -1.634 3.641
C -3.447 3.020 4.958
C -4.549 2.510 4.033
C -4.959 1.114 4.524
N -6.232 0.574 3.860
C -5.942 0.381 2.375
C -7.445 1.528 3.987
C -8.713 0.698 3.901
C -8.266 -0.716 4.198
C -6.770 -0.663 4.524
H -3.008 3.962 4.623
H -2.614 2.325 5.015
H -3.876 3.209 5.942
H -4.193 2.494 3.000
H -5.402 3.190 4.030
H -5.231 1.152 5.578
H -4.166 0.406 4.296
H -6.925 0.216 1.940
H -5.326 -0.518 2.388
H -5.395 1.182 1.892
H -7.336 2.332 3.265
H -7.309 1.947 4.986
H -9.021 0.816 2.863
H -9.436 1.054 4.629
H -8.569 -1.428 3.426
H -8.840 -1.174 5.006
H -6.213 -1.576 4.316
H -6.651 -0.501 5.596
C 3.276 3.366 -2.251
C 4.274 2.289 -2.758
C 5.666 2.864 -2.950
N 6.747 1.828 -3.294
C 6.961 0.935 -2.086
C 8.073 2.505 -3.678
C 8.776 1.561 -4.648
C 7.655 0.831 -5.347
C 6.365 1.015 -4.527
H 3.050 4.062 -3.065
H 3.807 3.948 -1.498
H 2.322 2.921 -1.979
H 3.880 1.804 -3.650
H 4.361 1.508 -1.999
H 6.103 3.406 -2.112
H 5.691 3.520 -3.822
H 7.854 0.358 -2.310
H 6.078 0.310 -1.988
H 7.068 1.578 -1.217
H 8.628 2.706 -2.765
H 7.764 3.396 -4.222
H 9.398 0.866 -4.084
H 9.392 2.181 -5.295
H 8.032 -0.186 -5.459
H 7.602 1.197 -6.372
H 5.807 0.122 -4.259
H 5.741 1.567 -5.229
C -3.910 -5.471 -0.636
C -3.201 -4.310 -1.315
C -4.183 -3.191 -1.646
N -3.680 -1.939 -2.346
C -2.840 -2.367 -3.561
C -4.818 -1.025 -2.822
C -5.093 -0.011 -1.657
C -4.032 -0.315 -0.585
C -2.940 -1.060 -1.355
H -4.665 -5.984 -1.236
H -4.539 -5.223 0.226
H -3.229 -6.221 -0.235
H -2.923 -4.786 -2.261
H -2.273 -3.990 -0.840
H -4.723 -2.857 -0.758
H -4.933 -3.593 -2.330
H -3.420 -3.047 -4.178
H -1.977 -2.831 -3.092
H -2.589 -1.462 -4.107
H -4.726 -0.560 -3.798
H -5.636 -1.744 -2.889
H -4.790 0.941 -2.096
H -6.102 0.013 -1.258
H -3.645 0.655 -0.282
H -4.389 -0.971 0.205
H -2.287 -0.399 -1.928
H -2.346 -1.691 -0.697
C 0.485 4.250 -7.540
C -0.375 3.372 -6.636
C 0.044 3.341 -5.144
N -1.110 2.821 -4.274
C -1.563 1.449 -4.710
C -2.310 3.716 -4.229
C -3.098 3.397 -2.955
C -2.007 2.854 -1.991
C -0.710 2.793 -2.808
H 0.027 4.350 -8.523
H 1.464 3.830 -7.778
H 0.610 5.244 -7.111
H -0.541 2.386 -7.069
H -1.374 3.818 -6.634
H 0.159 4.352 -4.756
H 0.951 2.760 -4.986
H -2.154 1.530 -5.619
H -2.134 0.903 -3.965
H -0.620 0.959 -4.949
H -2.914 3.647 -5.130
H -1.822 4.687 -4.124
H -4.003 2.798 -2.974
H -3.375 4.424 -2.711
H -2.280 1.885 -1.577
H -1.877 3.535 -1.153
H -0.120 1.881 -2.702
H -0.058 3.637 -2.588
C 4.915 6.261 0.100
C 4.047 5.535 1.134
C 2.547 5.811 0.900
N 1.703 5.185 2.005
C 1.670 3.681 1.772
C 0.283 5.680 1.911
C -0.306 5.527 3.306
C 0.865 5.425 4.296
C 2.071 5.731 3.386
H 4.789 7.342 0.095
H 4.915 5.888 -0.924
H 5.942 6.075 0.426
H 4.229 5.854 2.156
H 4.297 4.479 1.028
H 2.119 5.552 -0.072
H 2.228 6.857 0.898
H 2.675 3.271 1.821
H 1.096 3.559 0.862
H 1.150 3.203 2.601
H -0.269 5.329 1.038
H 0.278 6.744 1.651
H -0.960 4.656 3.361
H -0.929 6.395 3.515
H 0.910 4.443 4.765
H 0.750 6.132 5.114
H 2.979 5.328 3.827
H 2.172 6.807 3.261
C 4.689 -7.647 -0.064
C 3.160 -7.510 -0.191
C 2.620 -6.111 0.066
N 1.301 -5.727 -0.575
C 1.340 -5.862 -2.085
C 0.175 -6.610 -0.020
C -0.333 -5.901 1.240
C 0.214 -4.504 1.224
C 0.963 -4.327 -0.104
H 5.083 -8.173 -0.939
H 5.071 -8.153 0.814
H 5.138 -6.676 -0.290
H 2.795 -8.035 0.698
H 2.756 -8.067 -1.035
H 3.316 -5.333 -0.253
H 2.445 -5.912 1.123
H 0.373 -5.430 -2.342
H 1.350 -6.886 -2.438
H 2.120 -5.157 -2.357
H -0.618 -6.574 -0.770
H 0.424 -7.654 0.149
H -1.413 -6.011 1.297
H 0.065 -6.462 2.085
H -0.637 -3.821 1.287
H 0.797 -4.326 2.127
H 0.244 -3.849 -0.770
H 1.834 -3.681 -0.030
N -1.828 -3.201 3.866
S -2.408 -4.754 4.135
O -3.037 -5.393 2.997
O -2.850 -5.036 5.467
F -0.948 -5.433 4.110
S -3.169 -2.579 3.464
O -4.240 -2.651 4.433
O -3.543 -2.551 2.072
F -2.725 -1.037 3.725
N 0.780 0.311 1.651
S -0.798 0.873 1.525
O -1.898 -0.044 1.498
O -0.933 2.157 0.880
F -0.903 1.368 3.050
S 0.747 -0.101 0.166
O 0.948 0.940 -0.791
O 0.009 -1.295 -0.164
F 2.243 -0.776 0.161
N 1.319 -0.023 5.864
S 1.568 -0.614 7.306
O 0.450 -1.209 7.971
O 2.667 -0.052 8.052
F 2.282 -1.957 6.758
S 0.292 1.161 6.469
O 0.683 1.991 7.577
O -1.073 0.731 6.411
F 0.500 2.109 5.199
N 0.683 -3.138 -3.572
S 1.378 -1.779 -3.565
O 0.526 -0.631 -3.288
O 2.465 -1.525 -4.482
F 2.228 -1.958 -2.210
S 0.403 -3.178 -5.195
O 1.379 -3.810 -6.014
O -0.319 -2.052 -5.731
F -0.780 -4.266 -5.149
N 3.002 -2.876 3.554
S 3.074 -4.179 4.402
O 3.992 -4.173 5.506
O 2.653 -5.400 3.760
F 1.636 -3.718 5.029
S 4.430 -3.202 2.701
O 4.326 -4.191 1.660
O 5.717 -3.166 3.332
F 4.412 -1.804 1.956